Record 1
A cluster of 13 separate species, C16H35Cl24FOSi in total, computed with wB97M-V/def2-TZVPD.

Properties
multiplicity: 1
HOMO energy: -9.6 eV
maximum force: 0.00952 Eh/bohr
orbital gap: 9.72 eV
molecular weight: 1141.4 g/mol
LUMO energy: 0.134 eV

Atoms and positions in Å:
C 3.493 -5.055 0.538
C 2.171 -5.615 0.088
O 1.350 -4.567 -0.400
C 0.092 -5.012 -0.867
C -0.998 -4.747 0.191
Si -2.228 -6.137 0.398
F -3.628 -5.690 -0.270
H 4.068 -5.871 0.976
H 3.393 -4.267 1.280
H 4.077 -4.649 -0.288
H 2.338 -6.340 -0.718
H 1.666 -6.127 0.916
H -0.128 -4.499 -1.804
H 0.136 -6.081 -1.100
H -1.527 -3.817 -0.009
H -0.486 -4.626 1.149
H -2.465 -6.486 1.811
H -1.778 -7.343 -0.329
C -3.681 -1.323 0.910
Cl -4.518 -0.221 2.014
Cl -2.022 -1.646 1.431
H -4.224 -2.261 0.888
H -3.649 -0.872 -0.075
C -0.153 -2.481 4.945
Cl -0.615 -3.942 4.066
Cl 0.650 -2.847 6.477
H 0.531 -1.913 4.327
H -1.049 -1.909 5.152
C -1.744 -0.608 -3.120
Cl -2.695 0.765 -2.543
Cl -2.135 -2.090 -2.242
H -1.959 -0.761 -4.170
H -0.695 -0.382 -2.968
C -0.244 3.612 -1.841
Cl 0.811 4.562 -0.790
Cl 0.637 2.301 -2.640
H -1.032 3.176 -1.238
H -0.654 4.265 -2.603
C 3.047 5.335 -3.946
Cl 3.816 4.195 -5.065
Cl 4.217 6.462 -3.254
H 2.301 5.901 -4.492
H 2.587 4.774 -3.142
C 1.538 3.595 -7.852
Cl -0.096 4.067 -7.357
Cl 1.966 4.241 -9.440
H 2.234 3.983 -7.120
H 1.583 2.514 -7.895
C -2.953 3.419 1.911
Cl -2.163 2.326 0.764
Cl -1.814 4.545 2.653
H -3.705 3.988 1.381
H -3.407 2.818 2.690
C 4.385 -5.639 4.658
Cl 3.967 -7.018 3.633
Cl 3.625 -4.153 4.087
H 4.042 -5.841 5.665
H 5.460 -5.504 4.640
C -5.472 6.727 3.377
Cl -6.042 5.389 2.364
Cl -4.686 6.162 4.851
H -4.760 7.309 2.806
H -6.331 7.327 3.650
C 5.309 -0.702 5.018
Cl 5.983 0.317 6.295
Cl 6.367 -2.056 4.613
H 4.361 -1.102 5.360
H 5.173 -0.097 4.130
C 7.244 3.597 -6.051
Cl 6.208 2.244 -6.527
Cl 8.949 3.139 -5.990
H 7.125 4.390 -6.778
H 6.938 3.929 -5.067
C -9.523 4.125 1.672
Cl -10.500 3.183 0.541
Cl -9.841 5.859 1.547
H -9.757 3.805 2.679
H -8.477 3.952 1.448

These are the Mulliken partial charges, in e, on atoms 1 to 6: number 1, C, carries -1.0987; number 2, C, carries -0.0753; number 3, O, carries -0.3537; number 4, C, carries -0.6449; number 5, C, carries 0.6900; number 6, Si, carries 0.5258

Record 2
A cluster of 2 separate species, C3H12N in total, computed with wB97M-V/def2-TZVPD.

Properties
multiplicity: 1
energy above the lowest of the compared OMol25 structures with the same formula, charge and spin: 0.036 eV
HOMO energy: -17.3 eV
net charge: +1
maximum force: 0.01050 Eh/bohr
orbital gap: 13.58 eV
molecular weight: 62.1 g/mol
LUMO energy: -3.709 eV

Atoms and positions in Å:
C -1.713 1.462 1.015
C -0.358 1.466 0.347
N -0.004 0.093 -0.185
H -2.041 2.486 1.158
H -2.451 0.989 0.358
H -1.716 0.909 1.954
H -0.329 2.131 -0.515
H 0.470 1.738 0.995
H -0.085 -0.647 0.522
H 0.970 0.065 -0.496
H -0.569 -0.206 -0.982
C 1.816 -2.531 -1.005
H 2.291 -1.559 -1.118
H 2.571 -3.293 -1.155
H 1.037 -2.673 -1.751
H 1.377 -2.626 -0.013

These are the natural (NBO) partial charges, in e, on atoms 1 to 6: number 1, C, carries -0.6402; number 2, C, carries -0.2124; number 3, N, carries -0.6705; number 4, H, carries 0.2646; number 5, H, carries 0.2241; number 6, H, carries 0.2335

Record 3
A cluster of 2 separate species, Cl3O3P in total in a non-equilibrium geometry, computed with wB97M-V/def2-TZVPD.

Properties
multiplicity: 1
energy above the lowest of the compared OMol25 structures with the same formula, charge and spin: 4.486 eV
HOMO energy (alpha / beta): -11.1 / -10.3 eV
maximum force: 0.05587 Eh/bohr
orbital gap (alpha / beta): 7.83 / 7.59 eV
molecular weight: 185.3 g/mol
LUMO energy (alpha / beta): -3.293 / -2.688 eV

Atoms and positions in Å:
O 1.546 1.316 -1.288
O -3.386 0.644 1.276
O 0.577 -0.789 -0.961
P 0.841 0.591 -0.267
Cl -2.113 0.420 0.413
Cl 0.517 -2.468 -0.686
Cl 2.017 0.286 1.513

These are the natural (NBO) partial charges, in e, on atoms 1 to 6: number 1, O, carries -0.9511; number 2, O, carries -0.4224; number 3, O, carries -0.8658; number 4, P, carries 1.7825; number 5, Cl, carries 0.4225; number 6, Cl, carries 0.3325

Record 4
An isolated molecule of C4H5NO in a non-equilibrium geometry, computed with wB97M-V/def2-TZVPD.

Properties
multiplicity: 1
energy above the lowest of the compared OMol25 structures with the same formula, charge and spin: 1.263 eV
HOMO energy: -10.3 eV
maximum force: 0.03118 Eh/bohr
orbital gap: 10.89 eV
SMILES: CC(=O)CC#N
molecular weight: 83.1 g/mol
LUMO energy: 0.585 eV

Atoms and positions in Å:
C -1.536 -0.060 -0.543
C -0.287 -0.037 0.291
O -0.433 0.044 1.483
C 1.162 -0.092 -0.293
C 1.922 0.515 0.804
N 1.999 0.715 1.944
H -2.214 0.631 -0.033
H -1.968 -1.061 -0.444
H -1.433 0.204 -1.595
H 1.250 0.263 -1.328
H 1.538 -1.121 -0.287

These are the natural (NBO) partial charges, in e, on atoms 1 to 6: number 1, C, carries -0.7173; number 2, C, carries 0.5878; number 3, O, carries -0.4972; number 4, C, carries -0.6093; number 5, C, carries 0.2436; number 6, N, carries -0.2570